[1]
C27H71N3O22P5 | the ωB97M-V functional and the def2-TZVPD basis

Calculated values
- HOMO energy: -4.24 eV
- LUMO: -0.0139 Ha
- Charge: -1
- E: -4597.6399 a.u.
- HOMO-LUMO gap: 3.86 eV

Last column: Löwdin charge in e.
Atoms and positions in Å:
1 H 0.391 0.100 -4.782  0.10
2 H 10.072 -2.682 5.252  0.07
3 C -0.100 0.801 -7.974  -0.32
4 H -1.882 -0.610 -3.008  0.08
5 O 6.059 -1.556 3.963  -0.23
6 C -1.864 3.638 -5.043  -0.18
7 C 10.145 -1.685 4.818  -0.12
8 H 6.801 2.009 5.417  0.09
9 C 11.302 -6.437 6.038  -0.12
10 O 6.910 -0.036 5.552  -0.25
11 C -13.531 3.044 1.589  -0.12
12 C 0.798 2.824 -4.937  -0.67
13 P -5.446 1.131 3.630  0.57
14 H -7.675 2.164 4.771  0.08
15 O -5.632 -0.174 4.650  -0.23
16 H -0.786 -1.743 -3.777  0.10
17 H -12.656 5.568 -2.676  0.09
18 H -5.053 2.561 -1.855  0.09
19 P 10.847 -7.243 3.504  0.52
20 C 8.660 -5.947 4.146  -0.09
21 C 6.541 1.135 4.824  -0.12
22 O 3.444 -1.250 0.483  -0.26
23 C -1.397 2.615 -6.090  -0.13
24 H -4.292 3.068 -4.043  0.10
25 O -10.734 3.465 1.394  -0.24
26 H -4.640 4.525 3.720  0.09
27 H 3.780 0.672 -2.568  0.08
28 H 10.022 -10.674 3.103  0.09
29 H 1.754 -0.062 0.581  0.10
30 H -2.499 0.352 -5.141  0.09
31 H 0.391 -0.143 -8.243  0.11
32 H -8.231 2.618 3.141  0.08
33 P -11.656 4.595 0.587  0.52
34 H -0.808 2.218 -9.242  0.04
35 O 1.126 2.529 -3.755  -0.08
36 H -1.113 3.190 -6.974  0.12
37 C -2.156 3.090 -3.640  -0.19
38 O 11.437 -6.150 4.624  -0.23
39 H 7.623 -0.618 -0.664  0.08
40 H -2.264 2.019 -6.389  0.10
41 P 4.182 -1.461 -0.947  0.51
42 H 11.558 -9.936 2.611  0.08
43 C -3.568 2.478 -3.478  -0.20
44 C 2.800 0.195 -2.535  -0.08
45 O -7.003 0.962 3.189  -0.26
46 C -11.907 5.390 -1.908  -0.11
47 C 5.931 -1.210 2.549  -0.11
48 O -12.967 4.352 1.511  -0.24
49 N 0.018 1.634 -9.201  0.01
50 H 2.990 0.247 1.816  0.08
51 H -4.780 -1.349 6.098  0.08
52 O 7.440 -2.570 5.557  -0.26
53 H 5.323 -0.311 2.450  0.07
54 C -10.447 2.190 0.759  -0.10
55 H 6.559 -0.380 -2.060  0.08
56 H -11.257 4.578 -2.232  0.08
57 C -4.479 -0.554 5.419  -0.12
58 H 7.059 1.201 3.863  0.08
59 N -0.421 0.701 -4.750  0.03
60 H -14.615 3.136 1.620  0.09
61 H 3.241 0.815 0.156  0.08
62 N 0.631 1.358 -6.863  0.03
63 H 2.459 0.030 -3.551  0.07
64 H 10.543 -5.784 6.472  0.08
65 H -4.125 0.597 -1.110  0.07
66 C 10.720 -9.866 3.305  -0.12
67 O 5.645 -1.018 -0.289  -0.27
68 H 11.069 -1.219 5.153  0.08
69 H -13.261 2.429 0.726  0.08
70 P 7.524 -1.311 4.747  0.60
71 H 2.095 0.856 -2.039  0.08
72 H 10.163 -1.757 3.731  0.08
73 H 11.081 -9.961 4.330  0.08
74 C -3.967 2.565 -1.992  -0.27
75 O 1.147 3.867 -5.526  -0.05
76 H -3.623 3.493 -1.533  0.09
77 C -5.398 3.810 4.033  -0.11
78 H 0.007 0.999 -9.989  0.04
79 H -2.816 4.041 -5.416  0.10
80 H -3.693 -0.926 4.762  0.09
81 H -1.135 0.543 -7.749  0.09
82 C -3.395 1.406 -1.149  -0.10
83 H -4.104 0.285 6.005  0.08
84 H -10.685 2.199 -0.305  0.08
85 H 5.463 1.131 4.649  0.09
86 H -2.441 1.074 -1.554  0.06
87 H -2.604 -3.133 -4.165  0.06
88 H -1.393 2.415 -3.260  0.09
89 H -11.024 1.406 1.250  0.08
90 H 8.709 -6.629 5.000  0.08
91 H 6.902 -1.038 2.084  0.07
92 C 2.826 0.009 0.766  -0.11
93 H -3.617 -2.016 -3.301  0.06
94 H 5.436 -2.025 2.031  0.08
95 O 11.907 -7.196 2.472  -0.24
96 H -13.189 2.553 2.501  0.09
97 C -2.932 -2.093 -4.144  -0.11
98 C -1.704 -1.175 -3.923  -0.23
99 H 7.650 -5.966 3.744  0.10
100 O -12.599 5.045 -0.693  -0.23
101 H -1.206 4.499 -4.976  0.10
102 O 9.054 -0.867 5.265  -0.24
103 H -3.461 -1.849 -5.064  0.06
104 C -7.999 1.780 3.801  -0.12
105 O 10.021 -8.625 3.117  -0.22
106 H -8.898 1.183 3.947  0.09
107 H 8.887 -4.935 4.480  0.07
108 H -11.322 6.297 -1.763  0.09
109 H -3.580 1.418 -3.730  0.09
110 O 9.578 -6.329 3.113  -0.24
111 H -6.369 4.308 4.042  0.08
112 H 1.416 0.793 -6.587  0.11
113 C 6.759 -1.014 -1.197  -0.11
114 O -4.543 0.531 2.613  -0.23
115 O 2.849 -1.100 -1.837  -0.22
116 H -3.241 1.704 -0.112  0.06
117 H -1.409 -0.784 -5.977  0.11
118 C -1.546 -0.165 -5.072  -0.26
119 C -0.161 1.804 -5.710  -0.41
120 O -5.421 2.718 3.080  -0.23
121 H -5.161 3.473 5.043  0.08
122 H 11.026 -7.476 6.224  0.08
123 H -2.154 3.954 -2.969  0.11
124 O 4.381 -2.901 -1.229  -0.25
125 H -9.386 1.978 0.876  0.08
126 H 6.980 -2.029 -1.528  0.09
127 H 12.257 -6.240 6.523  0.08
128 O -10.961 5.849 0.944  -0.24

***

[2]
C53H73N4Sr | the ωB97M-V functional and the def2-TZVPD basis

Calculated values
- HOMO energy: -3.67 eV
- LUMO: 0.0643 Ha
- Charge: -1
- E: -2313.2862 a.u.
- HOMO-LUMO gap: 5.42 eV

Last column: Löwdin charge in e.
Atoms and positions in Å:
1 C 3.719 -1.482 -5.030  -0.20
2 H 0.661 -0.115 4.257  0.10
3 H -3.149 2.305 2.149  0.09
4 C -1.413 3.563 3.336  -0.09
5 H -1.517 -0.217 5.168  0.10
6 H 1.680 4.227 -2.038  0.08
7 C 2.112 -1.217 -2.959  -0.24
8 C -3.221 -4.447 -2.279  -0.19
9 C -0.463 -0.945 2.671  -0.23
10 C 3.086 0.513 3.161  -0.13
11 H -3.913 -0.249 -1.805  0.08
12 C -0.986 4.717 -1.954  -0.05
13 H 1.257 3.745 3.054  0.08
14 H -5.531 2.864 -0.468  0.08
15 C -4.663 -0.199 0.854  -0.05
16 H -0.834 4.048 4.133  0.08
17 H -1.620 -4.976 -4.588  0.10
18 H 0.272 1.573 -2.638  0.06
19 C -0.977 -2.210 5.807  -0.09
20 H -1.560 5.608 1.480  0.09
21 H -4.656 1.298 -2.259  0.08
22 C 5.643 -0.002 -2.962  -0.20
23 H 5.748 1.716 1.493  0.10
24 C -0.105 -2.434 -2.756  -0.24
25 H 4.970 0.673 -0.380  0.10
26 C -0.567 5.213 1.719  -0.06
27 C -4.696 0.473 -1.537  -0.07
28 H 0.507 3.060 -3.547  0.08
29 C -1.107 2.665 -0.484  -0.23
30 H 7.651 -0.783 -2.552  0.07
31 H -2.399 4.039 3.296  0.08
32 C -4.495 -3.613 -2.489  -0.08
33 H 6.425 -1.248 -1.354  0.06
34 C -1.560 -2.755 -1.149  -0.24
35 N 2.162 -0.632 -1.737  -0.03
36 H 5.848 0.950 -2.467  0.10
37 H 3.416 -0.876 -7.112  0.06
38 C -0.266 3.418 -1.550  -0.54
39 H 1.377 3.080 1.421  0.06
40 H 3.305 -2.479 -5.200  0.10
41 H 0.096 5.445 0.885  0.05
42 H -1.996 4.479 -2.305  0.09
43 N -0.460 -2.047 -1.506  -0.04
44 H -4.178 -5.069 3.326  0.07
45 H 0.093 -2.124 5.602  0.07
46 C 0.742 3.136 2.295  -0.04
47 C -2.148 -2.753 0.127  0.04
48 C -5.608 2.002 0.202  -0.06
49 C 6.364 -0.175 2.335  -0.09
50 H -1.121 2.421 -3.317  0.07
51 C -3.567 -3.009 2.917  -0.20
52 H -5.675 -0.629 0.785  0.08
53 H 2.730 -0.041 5.189  0.10
54 C 3.418 -0.146 -1.563  -0.24
55 H 1.756 2.872 -0.903  0.07
56 C 3.996 0.702 2.167  -0.14
57 C 5.447 1.057 2.312  -0.20
58 H 5.589 1.631 3.230  0.10
59 H 6.226 -0.770 1.429  0.06
60 H -5.390 -4.244 -2.504  0.07
61 C 3.322 0.378 0.913  -0.24
62 H -3.142 -5.192 -3.073  0.10
63 H -4.287 -2.903 2.101  0.10
64 H -2.594 -4.628 3.992  0.06
65 C -0.154 2.564 -2.830  -0.08
66 C 3.184 -0.522 -6.103  -0.09
67 H 3.075 2.257 6.173  0.07
68 H -1.265 -3.245 5.610  0.06
69 C -3.142 1.655 0.034  -0.23
70 H -4.442 -3.067 -3.434  0.07
71 C 1.848 0.087 2.512  -0.27
72 C -0.658 3.704 2.006  -0.52
73 C 1.182 3.767 -1.176  -0.06
74 H -2.846 -1.348 5.159  0.10
75 C -1.046 -4.049 -4.609  -0.20
76 C -1.414 2.944 0.900  -0.15
77 C 0.667 -0.289 3.185  0.04
78 H 4.341 0.556 4.882  0.10
79 H -5.670 -0.025 -1.636  0.08
80 H 0.644 2.122 2.688  0.06
81 C -2.342 -2.204 2.608  -0.14
82 H 3.374 2.886 4.541  0.07
83 H -0.185 5.746 2.601  0.07
84 H -3.030 -3.374 0.237  0.10
85 H 1.785 2.259 4.955  0.06
86 C -1.975 -3.612 -2.257  -0.13
87 H -2.637 -2.854 -5.491  0.07
88 C 1.048 -2.012 -3.435  0.05
89 H 2.098 -0.416 -6.017  0.07
90 C 3.931 0.352 -0.353  0.05
91 C -2.656 2.319 1.179  -0.05
92 N -0.613 -1.323 1.376  -0.06
93 C -3.264 -4.497 3.138  -0.09
94 C -2.185 1.857 -0.967  -0.12
95 C -1.576 -1.476 3.462  -0.13
96 H -5.520 2.371 1.230  0.08
97 C 3.392 -1.031 -3.640  -0.14
98 C -1.715 -2.104 1.293  -0.25
99 C 3.289 0.717 4.635  -0.19
100 N 2.032 0.036 1.167  -0.04
101 C -1.784 -1.247 4.925  -0.19
102 H 6.119 -0.815 3.187  0.07
103 H 6.442 -2.026 -2.938  0.07
104 H -1.580 -3.621 -6.688  0.06
105 H 5.840 0.159 -4.023  0.10
106 H -1.550 2.507 3.600  0.08
107 H 3.620 0.473 -5.977  0.07
108 H 7.420 0.106 2.407  0.07
109 H -4.485 0.112 1.892  0.09
110 C -4.502 0.983 -0.108  -0.56
111 H -1.024 -2.208 -5.775  0.07
112 C 4.199 -0.363 -2.775  -0.14
113 H -2.766 -4.922 2.263  0.07
114 H 1.187 -2.431 -4.428  0.09
115 H -3.311 -5.004 -1.342  0.10
116 C 6.603 -1.074 -2.421  -0.09
117 H -4.052 -2.601 3.805  0.10
118 C -1.072 -3.417 -3.253  -0.14
119 C 2.857 2.111 5.111  -0.09
120 H -2.325 1.576 -2.007  0.08
121 Sr 0.241 -0.071 -0.370  1.48
122 H -3.937 -0.977 0.613  0.05
123 H -1.139 -2.006 6.869  0.07
124 H 4.801 -1.581 -5.135  0.10
125 C -1.603 -3.132 -5.710  -0.09
126 H -1.082 5.396 -1.106  0.07
127 H -4.612 -2.871 -1.692  0.06
128 H -6.602 1.548 0.081  0.07
129 H 1.248 4.474 -0.353  0.05
130 H -0.021 -4.330 -4.855  0.10
131 H -0.446 5.240 -2.760  0.08

***

[3]
H22O11 | the ωB97M-V functional and the def2-TZVPD basis

Calculated values
- HOMO energy: -6.80 eV
- LUMO: 0.0043 Ha
- Charge: 0
- Energy relative to the best compared isomer or geometry (same formula, charge and spin): 215.2 kcal/mol
- E: -840.5372 a.u.
- HOMO-LUMO gap: 6.92 eV

Last column: Löwdin charge in e.
Atoms and positions in Å:
1 H -2.955 0.300 2.504  0.04
2 H 1.039 0.178 -0.486  -0.01
3 H -0.992 0.869 -1.003  -0.07
4 H -1.628 0.613 -3.718  0.05
5 H 1.336 0.918 -2.154  0.09
6 H 0.423 1.719 -1.091  0.14
7 H 3.307 -3.925 -0.352  0.06
8 H 0.466 -2.594 -2.824  0.08
9 H -1.688 1.267 1.878  0.03
10 H 0.883 -0.222 0.895  0.02
11 H -4.088 0.517 0.895  0.05
12 H -2.061 0.252 -0.093  0.03
13 H -1.049 2.234 0.965  0.01
14 O 0.409 -3.250 -2.055  -0.07
15 H 4.822 0.455 3.658  0.04
16 H -2.315 1.577 -2.775  0.03
17 O 2.361 -3.936 -0.106  -0.03
18 O 0.407 1.018 -1.853  -0.12
19 O -1.139 0.260 -0.360  -0.14
20 O -3.611 1.109 0.264  -0.04
21 O -0.802 1.619 1.619  -0.03
22 O 4.187 0.769 2.998  -0.03
23 H 2.555 0.850 -0.426  0.01
24 O -3.730 -0.277 2.488  0.00
25 H -4.162 1.280 -0.452  0.02
26 O 3.191 1.263 0.207  -0.06
27 H 3.389 2.146 -0.138  0.05
28 H -3.514 -0.812 3.202  0.03
29 H 3.459 0.258 3.187  -0.02
30 H 2.046 -4.206 -0.908  -0.05
31 O -1.644 0.933 -2.827  -0.02
32 H 0.656 -2.870 -1.235  -0.02
33 O 0.444 -0.313 0.094  -0.07

***

[4]
C34H36BrF3N13O3Pt | the ωB97M-V functional and the def2-TZVPD basis

Calculated values
- ⟨S²⟩: 6.051
- HOMO energy (alpha / beta): -15.32 / -16.25 eV
- LUMO (alpha / beta): -0.2955 / -0.4029 Ha
- Charge: +3
- Energy relative to the best compared isomer or geometry (same formula, charge and spin): 0.0 kcal/mol
- E: -5246.8077 a.u.
- 2S+1: 5
- HOMO-LUMO gap (alpha / beta): 7.28 / 5.29 eV

Last column: Löwdin spin population.
Atoms and positions in Å:
1 C -3.458 1.080 -0.528  0.00
2 C -1.275 0.993 2.827  0.00
3 F 0.426 -4.359 0.283  0.00
4 C 0.566 -3.922 -0.963  0.01
5 F 1.701 -4.384 -1.460  0.00
6 H 7.347 5.576 1.253  0.00
7 H -4.721 -1.994 1.322  0.00
8 H 1.411 0.228 -3.333  0.03
9 H 1.606 4.475 8.101  0.00
10 C 5.471 1.076 -1.108  0.00
11 C 5.950 2.355 -0.452  0.01
12 N -0.459 0.168 -2.503  0.66
13 H -0.810 1.957 -4.561  0.00
14 C 1.919 3.922 7.226  -0.01
15 C 1.285 2.723 6.901  0.10
16 H 2.843 2.241 -1.248  0.00
17 H 0.540 -0.552 -5.668  0.00
18 C 4.324 4.143 4.433  0.11
19 H 0.485 2.360 7.535  0.00
20 N 3.984 -0.515 -0.014  0.00
21 H -1.371 -3.583 -4.139  0.00
22 N 0.301 0.692 4.156  0.00
23 H 8.120 4.927 -1.019  0.00
24 N 2.019 0.543 -0.206  0.06
25 C 5.542 4.233 2.699  0.11
26 H 5.482 1.162 -2.193  0.00
27 N -0.232 0.561 2.056  0.07
28 H 0.832 1.764 -2.670  0.00
29 C 7.394 4.319 -0.495  -0.01
30 H 6.132 0.253 -0.839  0.00
31 O 4.619 3.463 3.306  -0.02
32 C -5.296 -0.210 0.255  0.00
33 C 2.701 -0.556 0.234  0.00
34 H 1.732 -0.151 5.400  0.00
35 H -2.905 -1.382 -5.615  0.00
36 H -2.993 -3.332 -2.333  0.00
37 C 0.745 0.397 2.934  0.00
38 H -1.406 -2.150 -6.123  0.00
39 C 6.974 4.683 0.767  0.07
40 C 1.001 0.655 5.443  0.00
41 H -1.933 -1.440 -1.503  0.00
42 C -1.986 -1.847 -5.253  0.01
43 N -2.062 -1.486 -2.506  0.05
44 N -2.573 0.215 -0.019  0.09
45 C 5.539 2.699 0.813  0.05
46 H 0.252 0.401 6.189  0.00
47 H -3.912 -2.133 -3.247  0.00
48 O 1.019 -1.844 -2.026  0.05
49 H 0.503 3.124 0.156  0.00
50 C -0.343 0.022 -5.378  0.00
51 N -0.414 2.789 -0.117  0.08
52 Br -7.130 -0.497 0.433  0.00
53 C 2.694 2.437 4.996  0.06
54 H -2.972 -3.708 -4.870  0.00
55 H 7.229 2.907 -2.094  0.00
56 H -0.708 3.319 -0.932  0.00
57 N 4.141 0.657 -0.665  0.00
58 H 2.233 -1.392 0.729  0.00
59 N 5.058 5.270 4.514  0.14
60 C -3.038 -0.864 0.633  0.00
61 C -4.388 -1.114 0.790  0.00
62 F -0.454 -4.428 -1.698  0.00
63 C -4.824 0.912 -0.414  0.00
64 H -5.503 1.639 -0.837  0.00
65 H -0.902 0.251 -6.285  0.00
66 C -2.287 -3.034 -4.360  0.00
67 H 0.834 1.799 -5.187  0.00
68 H -2.257 1.218 2.446  0.00
69 Pt -0.317 0.417 -0.274  1.53
70 H 1.732 0.020 2.722  0.00
71 H 3.035 1.865 4.142  0.00
72 C 1.672 1.969 5.784  0.01
73 C 6.035 3.868 1.425  0.04
74 C 2.963 1.278 -0.776  0.01
75 C 0.482 -2.378 -1.063  0.01
76 C 6.883 3.175 -1.101  0.09
77 C 3.324 3.660 5.302  0.04
78 N 5.817 5.323 3.438  0.14
79 H 4.846 2.070 1.356  0.00
80 C 0.045 1.282 -4.642  0.02
81 N -1.196 -0.828 -4.538  0.06
82 C 2.937 4.405 6.434  0.07
83 N -0.984 1.093 4.100  0.00
84 C 0.541 0.895 -3.256  0.06
85 C -2.913 -2.537 -3.069  0.01
86 H -2.295 -1.543 1.033  0.00
87 H 3.434 5.340 6.661  0.00
88 H -3.057 1.937 -1.055  0.00
89 O -0.200 -1.829 -0.129  0.11
90 C -1.243 -0.735 -3.220  0.04
91 H -1.052 3.018 0.639  0.00